[1]
{
  "formula": "C20H27IrN2O",
  "method": "the ωB97M-V functional and the def2-TZVPD basis",
  "spin_multiplicity": 1,
  "orbital_gap_ev": 7.450,
  "total_energy_ha": -1067.30669,
  "lumo_energy_ha": 0.0160,
  "relative_energy_kj_mol": 0.00,
  "symbols": ["Ir", "N", "C", "C", "C", "C", "C", "C", "C", "C", "C", "C", "C", "C", "H", "H", "H", "H", "H", "H", "H", "H", "H", "H", "C", "C", "C", "O", "C", "H", "H", "H", "H", "H", "H", "H", "H", "C", "C", "C", "C", "N", "H", "H", "H", "H", "H", "H", "H", "H", "H"],
  "coordinates": [[-0.416466, -1.186827, -0.451011], [0.245586, -1.151017, 1.575262], [0.024736, 0.065229, 2.340257], [-0.369787, -0.080895, 3.663901], [-0.662871, 1.021579, 4.445160], [-0.563150, 2.284143, 3.879660], [-0.162760, 2.420640, 2.563125], [0.159301, 1.323613, 1.753315], [0.586261, 1.571165, 0.346506], [1.304925, 2.747136, 0.093890], [1.626863, 3.135605, -1.193197], [1.190133, 2.359633, -2.257937], [0.510132, 1.177628, -2.012499], [0.235321, 0.713536, -0.716991], [-0.329746, -1.879386, 1.986202], [1.206264, -1.474393, 1.665489], [-0.457961, -1.079281, 4.078908], [-0.978814, 0.894740, 5.471728], [-0.813369, 3.163380, 4.458667], [-0.126995, 3.408754, 2.125211], [1.629707, 3.361389, 0.925205], [2.195667, 4.040808, -1.362885], [1.394687, 2.663871, -3.277663], [0.184945, 0.573498, -2.851828], [4.248449, -0.508906, -0.761714], [4.033500, -1.609274, -1.799121], [2.519243, -1.653131, -1.874974], [2.076988, -1.424179, -0.523173], [3.116218, -0.767338, 0.225569], [4.121869, 0.473586, -1.219828], [5.226215, -0.544757, -0.283843], [4.427835, -2.562317, -1.440641], [4.489849, -1.385477, -2.762143], [2.099112, -2.604817, -2.195074], [2.129394, -0.857264, -2.511369], [3.430917, -1.438119, 1.032307], [2.717427, 0.156744, 0.648909], [-4.154522, -2.109211, -1.934846], [-3.360910, -1.208307, -0.989024], [-3.893409, -1.334021, 0.438546], [-3.427148, 0.245721, -1.454702], [-1.986747, -1.672848, -0.992332], [-5.206071, -1.816876, -1.954446], [-4.084872, -3.149601, -1.614902], [-3.754401, -2.036156, -2.947102], [-4.941276, -1.029390, 0.489386], [-3.316341, -0.691365, 1.107356], [-3.812743, -2.365842, 0.783899], [-4.462995, 0.592337, -1.496012], [-2.984205, 0.342391, -2.447034], [-2.863963, 0.883856, -0.772172]],
  "forces_ev_per_angstrom": [[-0.4, -0.2, -0.1], [0.0, 0.0, 0.1], [-0.1, -0.1, 0.0], [0.0, 0.0, 0.0], [0.0, 0.0, 0.0], [0.0, 0.0, 0.0], [0.0, 0.0, 0.0], [0.1, 0.0, 0.0], [-0.1, 0.0, 0.0], [0.0, 0.0, 0.0], [0.0, 0.0, 0.0], [0.0, 0.0, 0.0], [0.0, -0.1, 0.0], [0.1, 0.0, 0.2], [0.1, 0.0, 0.1], [0.0, 0.1, -0.1], [0.0, 0.0, 0.0], [0.0, 0.0, 0.0], [0.0, 0.0, 0.0], [0.0, 0.0, 0.0], [0.0, 0.0, 0.0], [0.0, 0.0, 0.0], [0.0, 0.0, 0.0], [0.0, 0.0, 0.0], [0.0, 0.0, 0.0], [0.0, 0.0, 0.0], [0.0, -0.1, 0.1], [0.1, -0.1, -0.1], [0.0, 0.1, -0.1], [0.0, 0.0, 0.0], [0.0, 0.0, 0.0], [0.0, 0.0, 0.0], [0.0, 0.0, 0.0], [0.0, 0.0, 0.0], [0.0, 0.0, 0.0], [0.0, 0.0, 0.0], [0.0, 0.0, 0.0], [0.0, 0.0, 0.0], [0.0, 0.0, -0.1], [0.0, 0.0, 0.0], [0.0, 0.0, 0.0], [0.3, 0.3, 0.1], [0.0, 0.0, 0.0], [0.0, 0.0, 0.0], [0.0, 0.0, 0.0], [0.0, 0.0, 0.0], [0.0, 0.0, 0.0], [0.0, 0.0, 0.0], [0.0, 0.0, 0.0], [0.0, 0.0, 0.0], [0.0, 0.0, 0.0]],
  "nbo_charge": [0.68, -0.78, 0.13, -0.23, -0.21, -0.23, -0.13, -0.08, -0.05, -0.23, -0.25, -0.21, -0.27, -0.21, 0.40, 0.40, 0.21, 0.22, 0.22, 0.21, 0.21, 0.21, 0.21, 0.22, -0.43, -0.43, -0.06, -0.57, -0.08, 0.22, 0.22, 0.20, 0.22, 0.20, 0.19, 0.17, 0.20, -0.60, 0.04, -0.61, -0.61, -0.60, 0.20, 0.21, 0.21, 0.21, 0.21, 0.21, 0.20, 0.21, 0.22]
}

=====

[2]
{
  "formula": "C8H20BrO4",
  "method": "the ωB97M-V functional and the def2-TZVPD basis",
  "total_charge": -2,
  "s2": 0.7507,
  "spin_multiplicity": 2,
  "orbital_gap_ev": [1.861, 6.681],
  "total_energy_ha": -3191.60956,
  "lumo_energy_ha": [0.1939, 0.1928],
  "symbols": ["Br", "C", "O", "C", "C", "O", "C", "H", "H", "H", "H", "H", "H", "H", "H", "H", "H", "C", "O", "C", "C", "O", "C", "H", "H", "H", "H", "H", "H", "H", "H", "H", "H"],
  "coordinates": [[-1.380537, -2.872821, -2.087837], [-3.293437, 1.892259, 0.093373], [-2.246977, 1.108029, -0.494667], [-1.637417, 1.737959, -1.641397], [-0.685217, 0.792419, -2.196337], [0.321283, 0.343889, -1.295807], [1.446283, -0.319011, -1.920667], [-4.079327, 2.106729, -0.630837], [-2.911827, 2.866179, 0.399893], [-3.800397, 1.344219, 0.887563], [-1.171907, 2.664509, -1.305397], [-2.325267, 2.129459, -2.390857], [-0.369127, 1.267399, -3.125087], [-1.158277, -0.084401, -2.638497], [2.174053, 0.369689, -2.349787], [1.095333, -0.996981, -2.698677], [1.852423, -0.980651, -1.155557], [1.141583, -3.543311, 0.797843], [0.921503, -2.112531, 0.887053], [1.801063, -1.519611, 1.798883], [1.606023, -0.029501, 1.812553], [0.228203, 0.251939, 1.717983], [0.110313, 1.678529, 1.728003], [0.338483, -3.872281, 0.138363], [1.227313, -3.960091, 1.801363], [2.082593, -3.729951, 0.280383], [2.862883, -1.751501, 1.716113], [1.623903, -1.896471, 2.806203], [2.139403, 0.354749, 0.943103], [1.992743, 0.480309, 2.694963], [-0.940997, 1.952699, 1.640293], [0.705493, 2.293479, 1.052943], [0.329823, 2.034669, 2.734523]],
  "forces_ev_per_angstrom": [[0.0, -0.3, -0.2], [0.5, -0.2, -1.0], [-0.9, 0.7, -0.4], [-0.8, 0.5, 2.6], [0.8, -1.6, -1.6], [0.9, 0.7, -0.8], [-1.7, -0.2, 0.4], [-0.2, 0.1, -0.4], [0.0, 0.1, 0.5], [0.5, -0.1, 0.2], [0.5, 0.1, 0.4], [-0.6, -0.6, -0.2], [1.2, 0.5, -0.2], [-0.5, -0.4, 0.6], [0.1, 0.3, 0.1], [-0.2, 0.0, -0.2], [0.2, 0.3, 0.1], [-0.1, 1.8, -0.6], [1.0, -1.0, 0.1], [-0.5, -0.1, 1.3], [-0.7, -0.2, -0.9], [0.8, 1.3, -0.3], [-1.4, -0.1, 1.3], [-0.1, -0.4, 0.4], [-0.5, -0.3, 0.1], [0.3, -0.1, -0.1], [0.4, -0.1, -0.9], [-0.6, -0.3, 0.5], [0.0, 0.5, -0.3], [0.5, -0.3, 0.3], [0.0, -0.2, -0.6], [0.2, -0.6, -0.5], [0.5, 0.1, 0.4]],
  "mulliken_spin": [-0.01, 3.45, -2.16, 0.85, -0.38, -0.19, -0.09, -0.42, -0.56, 0.22, -0.09, 0.21, -0.15, 0.02, -0.02, 0.00, 0.03, 0.03, -0.12, -0.07, 0.05, -0.58, 1.37, 0.00, 0.00, 0.00, 0.01, -0.01, 0.08, -0.03, 0.43, -0.02, -0.84]
}

=====

[3]
{
  "formula": "C19H27F14I4N2OP",
  "method": "the ωB97M-V functional and the def2-TZVPD basis",
  "spin_multiplicity": 1,
  "orbital_gap_ev": 8.183,
  "total_energy_ha": -3855.03187,
  "lumo_energy_ha": -0.0443,
  "symbols": ["C", "C", "C", "I", "C", "C", "N", "C", "C", "C", "C", "I", "C", "C", "C", "F", "F", "C", "F", "F", "C", "F", "F", "F", "N", "F", "C", "O", "C", "C", "I", "C", "C", "I", "H", "H", "H", "H", "H", "H", "H", "H", "H", "H", "H", "H", "H", "H", "H", "H", "H", "H", "H", "H", "H", "H", "H", "H", "H", "H", "H", "F", "P", "F", "F", "F", "F", "F"],
  "coordinates": [[4.031383, -1.840782, -1.188675], [2.661124, -1.161596, -1.166834], [1.960185, -0.992116, 0.200799], [2.749000, -2.284268, 1.766456], [1.522048, 0.452955, 0.657978], [2.310003, 1.134444, 1.817684], [3.647457, 0.746005, 2.183238], [4.372117, 1.646556, 3.045369], [0.155719, 0.147769, 1.384117], [-1.188870, 0.006312, 0.632114], [-2.196548, -0.314810, 1.797017], [-4.196704, 0.523205, 1.740264], [-2.412505, -1.812832, 2.105918], [-1.233565, -2.582900, 2.670847], [-1.203708, -0.957322, -0.557376], [-0.191732, -0.570055, -1.405455], [-0.867891, -2.210954, -0.154752], [-2.436563, -1.089696, -1.515283], [-2.318884, -0.070714, -2.419498], [-3.624371, -0.970830, -0.937676], [-2.410815, -2.442060, -2.318897], [-1.181709, -2.662816, -2.841689], [-3.308195, -2.309458, -3.328236], [-2.775937, -3.461996, -1.503168], [-1.369571, 1.397080, 0.061206], [-2.008582, 2.198788, 0.965626], [-0.111124, 2.174242, -0.432672], [0.030579, 3.273012, 0.371607], [1.253561, 1.402152, -0.562716], [2.264598, 2.466884, -1.059517], [1.504567, 4.112702, -2.231683], [3.590315, 2.439218, -1.023174], [4.425379, 1.355444, -0.441167], [4.900711, 3.885292, -1.835399], [4.719526, -1.384156, -0.491660], [3.964799, -2.905060, -1.030168], [4.458153, -1.673742, -2.171015], [2.825261, -0.207892, -1.645896], [2.030154, -1.731824, -1.833051], [1.066665, -1.559658, 0.081448], [2.323279, 2.208492, 1.578054], [1.738745, 1.090406, 2.741801], [4.194836, 0.140386, 1.609632], [3.790240, 2.530194, 3.267384], [5.337043, 1.927240, 2.637328], [4.578743, 1.178116, 4.006092], [-0.054241, 0.987667, 2.038394], [0.359060, -0.662768, 2.065132], [-1.819546, 0.118980, 2.705176], [-3.185695, -1.837084, 2.858866], [-2.869443, -2.297252, 1.254151], [-0.390539, -2.677008, 2.006186], [-0.878630, -2.081898, 3.567789], [-1.563690, -3.557572, 2.994653], [-2.057913, 1.361762, -0.704407], [-0.378423, 2.495698, -1.423634], [0.425482, 3.023896, 1.214972], [1.165204, 0.813099, -1.463321], [5.212934, 1.097042, -1.137180], [3.914357, 0.452326, -0.167788], [4.943101, 1.731600, 0.432207], [-5.973546, -1.139166, -3.060311], [-7.177785, -0.028906, -2.788709], [-6.853322, 1.593976, -2.683386], [-8.724537, 0.462867, -3.088274], [-7.995538, -1.327184, -2.172162], [-6.959571, 0.196077, -4.410327], [-6.506648, 0.034506, -1.264345]],
  "forces_ev_per_angstrom": [[-0.2, 0.3, -0.4], [1.0, -0.3, 0.3], [0.4, 0.0, -0.6], [0.0, 0.0, 0.0], [-0.5, -0.9, 0.7], [0.8, 0.7, 0.0], [-0.3, -0.1, 0.4], [0.0, -0.7, 0.3], [0.5, 0.7, -0.6], [0.3, -0.1, 1.6], [-0.9, -0.6, -0.3], [-0.2, -0.1, -0.2], [0.0, 0.1, -0.2], [0.0, 0.5, 0.3], [0.3, -0.9, -0.8], [-0.7, -0.3, 0.0], [-0.3, 0.6, 0.1], [-0.2, -0.1, -0.8], [0.0, -0.1, 0.3], [0.4, -0.1, 0.3], [-1.0, 0.0, -0.8], [-1.0, -0.1, 0.5], [1.3, -0.5, 1.3], [0.5, 0.9, -1.0], [-1.1, -0.4, -0.8], [0.5, 0.1, 0.2], [1.7, 0.4, 0.5], [-0.5, 0.1, 0.1], [-0.4, 0.3, -0.6], [0.0, 1.0, -0.2], [-0.3, -0.4, 0.1], [0.3, -0.4, 0.1], [0.7, 0.2, 0.0], [-0.1, -0.1, 0.2], [0.2, -0.1, 0.4], [0.1, -0.3, 0.2], [0.1, -0.1, -0.3], [-0.3, 0.3, -0.1], [-0.4, -0.1, -0.1], [-0.3, 0.0, 0.1], [0.0, 0.2, -0.1], [-0.4, -0.3, 0.1], [-0.1, 0.1, 0.0], [-0.1, 0.4, -0.2], [0.2, 0.3, -0.2], [0.1, -0.1, 0.3], [-0.2, 0.2, 0.2], [-0.2, -0.4, 0.1], [0.4, 0.4, 0.1], [-0.2, 0.1, 0.3], [0.0, -0.2, -0.3], [0.2, -0.3, -0.2], [0.1, 0.1, 0.2], [0.0, -0.4, -0.1], [0.0, 0.0, -0.1], [-0.4, 0.2, -0.2], [0.2, 0.1, 0.1], [-0.1, -0.2, 0.1], [0.1, -0.2, -0.3], [-0.3, 0.2, -0.1], [0.1, 0.2, 0.1], [0.7, 0.6, 0.1], [-0.4, 0.0, -0.2], [0.8, -0.3, -0.2], [0.2, 0.2, 0.8], [0.1, -0.2, -0.8], [-0.4, -0.6, 0.1], [-0.5, 0.3, 0.4]],
  "nbo_charge": [-0.60, -0.47, -0.30, 0.13, -0.05, -0.23, -0.67, -0.41, -0.44, 0.00, -0.32, 0.22, -0.44, -0.62, 0.67, -0.34, -0.31, 0.56, -0.31, -0.26, 0.93, -0.31, -0.27, -0.30, 0.00, -0.14, 0.23, -0.66, -0.27, -0.18, 0.19, -0.16, -0.70, 0.20, 0.20, 0.22, 0.22, 0.21, 0.23, 0.23, 0.17, 0.19, 0.39, 0.19, 0.19, 0.20, 0.22, 0.29, 0.23, 0.24, 0.22, 0.21, 0.20, 0.24, 0.46, 0.24, 0.48, 0.26, 0.24, 0.22, 0.24, -0.61, 2.60, -0.60, -0.59, -0.59, -0.59, -0.61]
}

=====

[4]
{
  "formula": "C7H28FN14O7Zn",
  "method": "the ωB97M-V functional and the def2-TZVPD basis",
  "total_charge": 1,
  "spin_multiplicity": 1,
  "orbital_gap_ev": 8.195,
  "total_energy_ha": -3456.14239,
  "lumo_energy_ha": -0.1127,
  "relative_energy_kj_mol": 100.51,
  "symbols": ["Zn", "F", "C", "O", "N", "N", "H", "H", "H", "H", "C", "O", "N", "N", "H", "H", "H", "H", "C", "O", "N", "N", "H", "H", "H", "H", "C", "O", "N", "N", "H", "H", "H", "H", "C", "O", "N", "N", "H", "H", "H", "H", "C", "O", "N", "N", "H", "H", "H", "H", "C", "O", "N", "N", "H", "H", "H", "H"],
  "coordinates": [[1.826629, -0.657709, 0.924691], [0.149241, 0.348156, 0.610865], [-1.889160, -1.404176, -2.420233], [-0.858414, -1.756824, -2.998496], [-1.880459, -0.586998, -1.322757], [-3.047784, -2.089807, -2.647339], [-2.816480, -0.419772, -0.997078], [-1.034243, -0.439530, -0.780622], [-3.026774, -2.899462, -3.236051], [-3.872039, -1.804122, -2.151653], [2.872930, -0.921232, -1.976914], [2.570669, -0.380857, -0.876908], [4.135585, -0.790878, -2.441844], [1.945386, -1.192996, -2.914108], [4.305476, -0.892617, -3.424410], [4.845079, -0.590016, -1.761736], [2.179519, -1.740839, -3.721533], [0.979708, -1.058981, -2.631374], [-0.745394, 3.937676, -0.916866], [-0.939635, 5.011563, -1.436776], [-0.237984, 3.791524, 0.378496], [-1.026017, 2.750269, -1.547316], [-0.596887, 4.492671, 1.002111], [-0.088879, 2.834539, 0.655539], [-1.602299, 2.844151, -2.365688], [-0.705218, 1.858066, -1.214679], [1.251285, -1.348097, 3.947108], [1.403890, -1.298588, 2.715353], [2.147451, -1.906402, 4.809753], [0.127723, -0.934876, 4.549909], [1.866424, -2.303136, 5.686389], [3.051089, -2.153377, 4.445449], [-0.037451, -1.066098, 5.530908], [-0.604275, -0.452010, 4.044921], [2.547913, 3.131657, -2.899251], [3.468041, 3.763895, -3.386616], [2.729020, 2.355171, -1.773681], [1.288466, 3.044346, -3.400185], [3.434096, 2.698808, -1.147695], [1.954215, 1.817989, -1.429700], [0.588595, 2.652678, -2.783984], [1.002117, 3.596548, -4.186605], [-2.869263, 0.601479, 2.982853], [-2.492188, -0.557496, 3.175400], [-3.909761, 1.154193, 3.675474], [-2.351490, 1.375821, 1.986314], [-4.232790, 0.535905, 4.398539], [-4.133569, 2.119252, 3.533813], [-1.561435, 0.959180, 1.514467], [-2.807549, 2.204891, 1.654987], [-0.051707, -3.223658, 0.298159], [0.890039, -2.415860, 0.232419], [0.049488, -4.452800, -0.266321], [-1.157926, -2.956220, 1.034648], [-0.599931, -5.150783, 0.043277], [0.755498, -4.568825, -0.967915], [-2.000401, -3.475822, 0.867239], [-1.188170, -1.989562, 1.327256]],
  "forces_ev_per_angstrom": [[-2.0, -0.5, -1.1], [0.4, 0.2, 0.1], [1.6, -2.3, 0.8], [-0.1, 0.8, 0.0], [-1.0, 0.2, -1.2], [-0.3, 1.1, 0.2], [0.4, 0.4, 0.9], [-0.2, 0.2, 0.1], [-0.1, 0.2, -0.3], [-0.3, -0.4, -0.2], [0.2, 2.5, -1.9], [0.2, -0.9, 1.2], [-0.5, -1.0, 0.9], [0.2, -0.2, 1.5], [0.4, 0.0, 0.1], [0.3, 0.1, -0.3], [-0.2, 0.0, -0.1], [-0.3, -0.6, -0.5], [0.2, 0.2, 0.7], [-0.3, -0.1, 0.1], [-0.1, -0.1, -1.3], [-0.1, 0.0, -0.2], [0.4, -0.1, 0.3], [-0.2, 0.1, 0.7], [0.2, -0.3, -0.1], [-0.4, -0.1, 0.2], [-0.8, -0.6, 1.9], [0.9, 0.5, -0.2], [0.5, 0.2, -1.1], [-0.2, 0.4, -0.5], [0.0, 0.2, 0.1], [-0.1, -0.2, 0.0], [0.2, 0.0, 0.1], [-0.2, -0.4, -0.4], [0.6, 0.3, -0.4], [-0.3, 0.0, 0.1], [0.0, 0.0, -0.1], [-0.2, -0.5, 0.1], [0.0, -0.2, 0.1], [0.1, 0.1, 0.4], [0.0, 0.5, -0.5], [0.2, 0.1, 0.0], [-0.9, 0.4, -0.8], [0.5, 0.3, 0.3], [1.1, -0.9, -0.5], [0.2, -0.6, 0.5], [-0.5, 0.6, 0.2], [-0.4, 0.0, 0.5], [0.2, 0.3, -0.4], [0.2, 0.1, -0.1], [0.4, -0.3, 0.6], [0.2, 0.0, -0.5], [-0.4, 0.9, 0.4], [0.7, 0.1, -0.4], [0.1, -0.4, -0.5], [0.0, -0.4, 0.1], [-0.2, 0.2, 0.1], [-0.5, -0.1, 0.3]],
  "nbo_charge": [1.79, -0.92, 0.78, -0.70, -0.87, -0.84, 0.38, 0.45, 0.42, 0.39, 0.82, -0.88, -0.79, -0.79, 0.41, 0.42, 0.41, 0.45, 0.77, -0.61, -0.87, -0.89, 0.41, 0.39, 0.42, 0.41, 0.82, -0.84, -0.82, -0.79, 0.41, 0.41, 0.40, 0.44, 0.77, -0.65, -0.87, -0.85, 0.40, 0.38, 0.39, 0.41, 0.78, -0.73, -0.84, -0.86, 0.42, 0.40, 0.44, 0.40, 0.81, -0.82, -0.82, -0.82, 0.41, 0.42, 0.40, 0.43]
}

=====

> Number 1 is which compound?

C20H27IrN2O

=====

> Number 4 is which compound?

C7H28FN14O7Zn